Record 1
Computed, not measured: a 4-piece molecular cluster, C29H62FN5O5S3 overall, with ωB97M-V/def2-TZVPD.

The geometry in XYZ format:
```
105
C29H62FN5O5S3 ωB97M-V/def2-TZVPD
C 3.579 -2.455 0.818
C 2.682 -3.607 1.300
C 1.657 -3.999 0.215
C 0.307 -3.313 0.424
C -0.524 -3.230 -0.864
C -0.169 -1.972 -1.654
C -0.685 -1.964 -3.106
C -1.677 -0.848 -3.383
N -1.186 0.524 -3.108
C -2.033 1.573 -3.712
C -2.850 2.355 -2.672
C -3.421 1.505 -1.535
C -2.485 1.380 -0.331
C -3.093 0.553 0.812
C -2.065 -0.303 1.568
C -2.317 -0.349 3.075
C -2.111 1.024 3.747
C 0.179 0.713 -3.457
S 0.831 0.505 -4.933
S 1.034 1.199 -2.027
C 2.606 1.876 -2.595
C 2.932 3.174 -1.840
C 3.907 3.000 -0.678
N 3.170 2.794 0.590
S 3.798 1.667 1.595
O 4.720 2.263 2.490
O 4.130 0.459 0.922
F 2.474 1.403 2.386
H 3.047 -1.815 0.107
H 4.480 -2.824 0.325
H 3.901 -1.807 1.636
H 2.152 -3.275 2.193
H 3.295 -4.472 1.536
H 1.530 -5.084 0.236
H 2.075 -3.719 -0.758
H -0.246 -3.875 1.180
H 0.486 -2.303 0.809
H -0.307 -4.107 -1.482
H -1.586 -3.214 -0.606
H 0.925 -1.906 -1.673
H -0.501 -1.083 -1.109
H -1.236 -2.892 -3.282
H 0.123 -1.969 -3.836
H -2.531 -1.011 -2.720
H -2.054 -0.927 -4.410
H -1.405 2.280 -4.258
H -2.694 1.123 -4.461
H -3.647 2.873 -3.213
H -2.202 3.130 -2.250
H -3.670 0.503 -1.894
H -4.359 1.947 -1.183
H -1.551 0.922 -0.658
H -2.270 2.394 0.021
H -3.889 -0.076 0.401
H -3.583 1.234 1.515
H -2.084 -1.326 1.179
H -1.058 0.085 1.380
H -1.627 -1.069 3.518
H -3.340 -0.693 3.243
H -1.558 0.909 4.680
H -1.556 1.687 3.079
H -3.057 1.503 3.995
H 3.382 1.127 -2.431
H 2.551 2.036 -3.671
H 2.010 3.634 -1.473
H 3.363 3.889 -2.542
H 4.549 2.139 -0.878
H 4.550 3.874 -0.581
H 2.183 2.617 0.446
C -3.100 1.066 -8.100
N -2.725 -0.327 -7.999
C -3.453 -1.324 -8.764
C -1.710 -0.735 -7.206
O -1.365 -1.895 -7.086
H -4.134 1.217 -7.781
H -3.000 1.424 -9.127
H -2.449 1.661 -7.461
H -3.907 -2.060 -8.100
H -2.781 -1.855 -9.438
H -4.230 -0.830 -9.342
H -1.217 0.087 -6.663
C -2.228 5.664 6.841
N -3.126 5.020 5.908
C -3.812 5.818 4.907
C -3.354 3.691 5.929
O -4.097 3.112 5.162
H -2.757 6.409 7.439
H -1.409 6.159 6.315
H -1.806 4.917 7.512
H -4.892 5.729 5.020
H -3.552 5.480 3.904
H -3.520 6.860 5.025
H -2.790 3.166 6.719
C 6.569 -5.147 5.615
N 5.365 -4.680 4.965
C 5.091 -3.254 4.902
C 4.475 -5.523 4.402
O 3.457 -5.162 3.848
H 6.587 -4.847 6.665
H 7.458 -4.744 5.125
H 6.609 -6.234 5.565
H 4.147 -3.024 5.396
H 5.014 -2.924 3.865
H 5.898 -2.716 5.394
H 4.765 -6.584 4.489
```

Values from the calculation:
* largest force on an atom: 0.807 eV/A
* gap between HOMO and LUMO: 8.467 eV
* LUMO energy: -0.1 eV
* highest occupied orbital energy: -8.558 eV
* SMILES: CCCCCCCCN(CCCCCCCC)C(=S)SCCCNS(=O)(=O)F.CN(C)C=O.CN(C)C=O.CN(C)C=O

Results of the Löwdin charge analysis, in e, for atoms 1 through 6: -0.114 -0.255 -0.219 -0.221 -0.210 -0.219

Record 2
Computed, not measured: C29H62LiN3O4 as an isolated structure at a distorted geometry, with ωB97M-V/def2-TZVPD.

The geometry in XYZ format:
```
99
C29H62LiN3O4 ωB97M-V/def2-TZVPD
Li 22.410 -18.470 0.600
C 22.267 -16.546 -2.492
C 21.240 -17.591 -2.131
C 20.209 -17.828 -3.209
C 19.415 -19.058 -3.060
C 20.356 -20.305 -2.944
C 21.402 -20.237 -1.811
N 21.925 -18.878 -1.814
O 23.041 -18.776 -1.145
C 22.558 -21.353 -2.008
C 20.645 -20.493 -0.500
C 20.621 -17.060 -0.867
H 21.756 -15.600 -2.669
H 22.772 -16.833 -3.427
H 23.025 -16.289 -1.746
H 20.703 -17.991 -4.161
H 19.610 -16.927 -3.205
H 18.782 -19.169 -3.937
H 18.756 -18.972 -2.243
H 20.715 -20.469 -3.999
H 19.684 -21.116 -2.855
H 22.047 -22.305 -2.038
H 23.377 -21.275 -1.245
H 22.975 -21.295 -3.023
H 20.256 -21.535 -0.503
H 19.741 -19.955 -0.434
H 21.357 -20.331 0.292
H 20.145 -16.063 -0.921
H 21.319 -16.859 -0.074
H 19.858 -17.705 -0.582
C 19.472 -16.625 2.313
C 19.584 -18.201 2.179
O 20.938 -18.566 2.121
H 20.091 -16.182 3.037
H 18.424 -16.365 2.643
H 19.616 -16.165 1.334
H 19.046 -18.569 1.306
H 19.087 -18.522 3.064
H 21.233 -18.837 2.975
C 22.120 -17.024 4.647
C 23.407 -17.764 4.517
C 23.269 -18.905 5.492
C 24.220 -20.036 5.260
C 24.252 -20.479 3.785
C 24.577 -19.290 2.822
N 23.577 -18.219 3.109
O 23.519 -17.297 2.221
C 24.397 -19.863 1.407
C 26.010 -18.743 3.000
C 24.491 -16.762 5.041
H 22.118 -16.172 3.958
H 21.954 -16.552 5.616
H 21.292 -17.681 4.375
H 22.277 -19.410 5.490
H 23.387 -18.667 6.586
H 24.020 -20.752 6.042
H 25.224 -19.720 5.449
H 23.336 -20.911 3.546
H 24.906 -21.318 3.781
H 24.241 -16.685 2.317
H 23.395 -20.089 1.152
H 24.982 -20.723 1.243
H 24.757 -19.135 0.708
H 26.764 -19.387 2.592
H 26.194 -18.704 4.031
H 26.120 -17.718 2.582
H 24.177 -16.154 5.866
H 24.801 -16.141 4.224
H 25.399 -17.163 5.358
C 25.625 -14.448 -2.804
C 26.662 -15.416 -3.168
C 28.106 -15.056 -2.773
C 28.310 -15.223 -1.250
C 28.019 -16.709 -0.956
C 26.595 -17.215 -1.305
N 26.253 -16.770 -2.663
O 25.584 -17.488 -3.462
C 25.519 -16.735 -0.235
C 26.505 -18.713 -1.310
C 26.706 -15.426 -4.715
H 25.564 -14.282 -1.781
H 24.662 -14.787 -3.088
H 25.779 -13.509 -3.287
H 28.317 -14.005 -2.959
H 28.824 -15.673 -3.276
H 27.597 -14.689 -0.676
H 29.330 -15.076 -0.938
H 28.290 -16.911 0.033
H 28.709 -17.344 -1.464
H 25.766 -17.191 -4.339
H 25.476 -15.671 -0.105
H 25.786 -17.137 0.703
H 24.615 -17.269 -0.408
H 27.226 -19.314 -1.846
H 25.546 -19.085 -1.580
H 26.607 -19.085 -0.291
H 25.725 -15.262 -5.138
H 27.191 -16.260 -5.204
H 27.302 -14.610 -5.077
```

Values from the calculation:
* largest force on an atom: 9.420 eV/A
* gap between HOMO and LUMO: 5.031 eV
* LUMO energy: 0.3 eV
* highest occupied orbital energy: -4.711 eV

Results of the Löwdin charge analysis, in e, for atoms 1 through 6: 0.591 -0.041 -0.502 -0.155 -0.188 -0.120